1.
Computed, not measured: a structure of composition C41H43BrCl3F5HfN6O5, with ωB97M-V with the def2-TZVPD basis set.

## Properties
ΔE to the lowest compared entry with this formula, charge and spin: 48.5 kcal/mol
Orbital gap: 5.86 eV
F_max: 0.052 Eh/bohr
Energy: -184894.692 eV

The geometry in XYZ format:
```
105
C41H43BrCl3F5HfN6O5 ωB97M-V with the def2-TZVPD basis set
Hf 1.686 -1.342 1.052
C 1.676 1.231 -1.291
N 2.649 0.209 -0.817
C 3.219 -0.443 -2.052
C 3.683 0.845 -0.040
C 3.064 1.636 1.128
N 1.952 0.748 1.741
C 1.281 1.389 2.760
C 0.110 0.766 3.230
F -0.273 -0.427 2.721
C -0.717 1.312 4.159
F -1.824 0.646 4.521
C -0.430 2.470 4.781
C 0.665 3.114 4.305
F 0.938 4.318 4.885
C 1.523 2.648 3.350
F 2.506 3.488 2.934
H 2.124 2.112 -1.723
H 1.140 1.566 -0.349
H 0.959 0.811 -1.999
H 3.165 0.286 -2.918
H 2.557 -1.308 -2.365
H 4.207 -0.790 -1.804
H 4.377 1.473 -0.607
H 4.323 0.004 0.402
H 2.709 2.576 0.755
H 3.797 1.869 1.884
H -1.021 2.862 5.587
F -1.689 4.040 0.519
C -1.973 2.932 -0.245
C -1.431 1.715 0.019
C -1.960 0.556 -0.679
C -1.115 -0.625 -0.658
O -0.080 -0.606 0.020
C -1.456 -1.717 -1.498
C -2.550 -1.600 -2.312
N -3.330 -0.522 -2.336
C -4.300 -0.279 -3.443
C -4.083 -0.883 -4.816
C -3.761 0.557 -4.645
C -3.005 0.630 -1.581
C -3.503 1.943 -1.868
C -3.008 3.063 -1.253
N -3.450 4.300 -1.804
C -3.181 4.630 -3.229
C -4.429 5.285 -3.733
N -4.847 6.241 -2.591
C -3.643 6.743 -1.864
C -3.104 5.590 -1.062
C -0.622 -2.967 -1.669
O -0.752 -3.622 -2.651
O 0.361 -3.137 -0.779
H -0.660 1.442 0.730
H -2.845 -2.453 -2.917
H -5.341 -0.138 -3.085
H -5.003 -1.120 -5.371
H -3.295 -1.609 -4.995
H -4.410 1.355 -5.025
H -2.743 0.945 -4.644
H -4.165 2.071 -2.727
H -2.752 3.815 -3.855
H -2.379 5.379 -3.266
H -5.215 4.580 -3.883
H -4.387 5.842 -4.656
H -5.299 5.675 -1.907
H -5.468 6.976 -2.954
H -3.896 7.557 -1.171
H -2.980 7.075 -2.622
H -3.623 5.591 -0.114
H -2.012 5.713 -0.880
Cl 6.432 -3.828 -0.834
C 4.841 -4.274 -0.551
Cl 4.430 -5.959 -0.231
Cl -0.602 2.641 -4.357
C 3.956 -3.365 -0.208
N 3.216 -2.531 0.231
C -2.228 -3.333 1.329
C -0.840 -4.094 1.341
C -0.572 -4.391 2.820
C -1.019 -5.430 0.537
C 0.355 -3.259 0.811
H -2.955 -3.953 1.807
H -2.586 -3.060 0.311
H -2.233 -2.405 1.889
H -1.395 -5.009 3.244
H -0.612 -3.483 3.418
H 0.377 -4.905 3.067
H -1.845 -5.960 1.089
H -0.171 -6.088 0.594
H -1.343 -5.377 -0.519
H 1.225 -3.945 0.846
Br 8.525 -2.598 3.986
C 6.725 -2.970 3.445
C 6.524 -4.255 2.903
C 5.187 -4.614 2.651
C 4.122 -3.733 2.881
C 4.361 -2.537 3.467
C 5.650 -2.188 3.797
C 3.149 -1.674 3.810
O 3.194 -0.886 4.738
O 2.113 -1.763 3.012
H 7.371 -4.945 2.690
H 4.997 -5.596 2.264
H 3.119 -3.980 2.629
H 5.869 -1.286 4.360
```

2.
Computed, not measured: a structure of composition C41H43IInN5O2S2Sb, with ωB97M-V with the def2-TZVPD basis set.

## Properties
Orbital gap: 7.52 eV
F_max: 0.011 Eh/bohr
Energy: -96238.042 eV
Total charge: +1

The geometry in XYZ format:
```
96
C41H43IInN5O2S2Sb ωB97M-V with the def2-TZVPD basis set
In 0.683 -0.782 -0.086
C 3.867 -0.735 0.784
N 2.670 -1.483 1.198
C 2.924 -2.923 1.032
C 1.677 -3.746 1.170
C 1.606 -4.863 1.982
C 0.437 -5.612 1.974
C -0.606 -5.219 1.153
C -0.458 -4.066 0.398
N 0.659 -3.338 0.412
C 2.304 -1.125 2.574
C 1.912 0.332 2.626
C 2.042 1.057 3.796
C 1.725 2.405 3.793
C 1.324 2.992 2.607
C 1.205 2.195 1.488
N 1.485 0.887 1.482
C 3.928 -0.600 -0.711
C 5.112 -0.743 -1.415
C 5.106 -0.527 -2.785
C 3.917 -0.182 -3.405
C 2.776 -0.093 -2.630
N 2.777 -0.293 -1.310
H 4.775 -1.207 1.169
H 3.814 0.268 1.201
H 3.700 -3.270 1.722
H 3.294 -3.055 0.011
H 2.453 -5.151 2.591
H 0.344 -6.489 2.602
H -1.530 -5.778 1.108
H -1.263 -3.700 -0.226
H 3.131 -1.318 3.267
H 1.455 -1.737 2.881
H 2.387 0.564 4.696
H 1.791 2.989 4.702
H 1.066 4.040 2.555
H 0.875 2.619 0.555
H 6.020 -1.016 -0.895
H 6.017 -0.635 -3.359
H 3.865 -0.004 -4.470
H 1.816 0.133 -3.076
I 1.481 -3.100 -2.675
C -0.604 -3.241 -2.716
C -1.079 -4.330 -3.388
C -2.461 -4.476 -3.626
C -3.311 -3.497 -3.222
C -2.843 -2.370 -2.497
C -3.781 -1.398 -2.075
C -3.395 -0.346 -1.307
C -2.048 -0.241 -0.914
C -1.083 -1.131 -1.324
C -1.454 -2.225 -2.170
H -0.391 -5.070 -3.772
H -2.823 -5.348 -4.154
H -4.369 -3.559 -3.445
H -4.816 -1.521 -2.371
H -4.115 0.392 -0.970
H -1.799 0.561 -0.224
O -1.441 3.339 3.293
S -2.316 2.443 2.587
O -3.211 2.976 1.605
N -1.423 1.226 1.889
C -1.630 0.089 2.478
S -0.927 -1.389 1.959
C -2.633 0.117 3.590
C -3.086 -0.915 4.392
C -4.051 -0.624 5.349
C -4.550 0.668 5.496
C -4.095 1.705 4.691
C -3.141 1.394 3.746
H -2.696 -1.917 4.268
H -4.424 -1.413 5.988
H -5.305 0.868 6.245
H -4.476 2.713 4.800
C -2.349 1.878 -3.753
C -0.941 2.472 -3.783
Sb 0.109 2.280 -1.920
C 1.881 3.386 -2.503
C 1.722 4.650 -3.349
C -1.063 3.718 -0.806
C -0.458 5.106 -0.605
H -2.899 2.152 -4.655
H -2.928 2.239 -2.900
H -2.324 0.788 -3.694
H -0.968 3.542 -3.992
H -0.333 1.998 -4.557
H 2.470 2.647 -3.052
H 2.431 3.593 -1.582
H 1.032 4.505 -4.181
H 2.683 4.943 -3.780
H 1.364 5.492 -2.760
H -1.268 3.248 0.158
H -2.019 3.783 -1.329
H 0.540 5.064 -0.159
H -1.088 5.698 0.062
H -0.378 5.649 -1.545
```

3.
Computed, not measured: a structure of composition C41H44BBrF4HfN5O2P2, with ωB97M-V with the def2-TZVPD basis set.

## Properties
ΔE to the lowest compared entry with this formula, charge and spin: 2.5 kcal/mol
Orbital gap: 8.20 eV
F_max: 0.009 Eh/bohr
Energy: -156243.431 eV
Total charge: +3

The geometry in XYZ format:
```
101
C41H44BBrF4HfN5O2P2 ωB97M-V with the def2-TZVPD basis set
Hf 1.104 0.530 0.611
C 0.842 -1.684 2.821
C 0.204 -0.536 3.564
N -0.250 0.463 2.559
C -0.424 1.825 3.123
C 0.779 2.693 2.859
C 0.903 3.953 3.406
C 2.049 4.685 3.128
C 3.052 4.125 2.349
C 2.870 2.857 1.839
C 3.928 2.158 1.035
N 3.561 0.754 0.739
C 4.138 -0.260 1.674
C 3.095 -0.675 2.683
N 1.902 -1.147 1.919
N 1.727 2.173 2.058
H 0.107 -2.202 2.201
H 1.274 -2.408 3.513
H 0.915 -0.042 4.226
H -0.632 -0.872 4.179
H -1.152 0.162 2.198
H -0.605 1.765 4.199
H -1.298 2.292 2.670
H 0.127 4.346 4.049
H 2.170 5.678 3.540
H 3.973 4.660 2.159
H 4.880 2.207 1.569
H 4.066 2.683 0.088
H 3.932 0.547 -0.181
H 5.036 0.122 2.159
H 4.428 -1.125 1.075
H 2.819 0.172 3.311
H 3.454 -1.471 3.336
H 2.228 -1.983 1.369
O 0.029 -0.971 -0.302
P -1.217 -1.288 -1.183
C -2.057 0.237 -1.738
P -1.771 1.808 -0.861
O -0.737 1.538 0.263
C -3.325 2.255 -0.123
C -3.675 1.811 1.152
C -4.923 2.111 1.676
C -5.829 2.844 0.921
C -5.493 3.277 -0.354
C -4.242 2.991 -0.880
C -1.275 3.090 -1.968
C -0.718 4.238 -1.398
C -0.393 5.313 -2.206
C -0.628 5.251 -3.574
C -1.189 4.115 -4.142
C -1.514 3.032 -3.340
C -2.327 -2.232 -0.165
C -3.601 -1.809 0.215
C -4.382 -2.613 1.036
C -3.897 -3.834 1.474
C -2.625 -4.260 1.103
C -1.840 -3.467 0.286
C -0.806 -2.221 -2.625
C 0.448 -2.148 -3.233
C 0.683 -2.850 -4.404
C -0.329 -3.616 -4.969
C -1.576 -3.693 -4.365
C -1.821 -3.001 -3.190
H -3.128 0.038 -1.681
H -1.806 0.349 -2.792
H -2.988 1.210 1.733
H -5.191 1.774 2.668
H -6.802 3.080 1.330
H -6.201 3.851 -0.935
H -3.985 3.364 -1.863
H -0.542 4.300 -0.330
H 0.035 6.206 -1.772
H -0.378 6.096 -4.201
H -1.372 4.072 -5.206
H -1.953 2.158 -3.802
H -4.009 -0.861 -0.110
H -5.374 -2.289 1.320
H -4.514 -4.465 2.099
H -2.258 -5.220 1.438
H -0.861 -3.822 -0.017
H 1.230 -1.544 -2.805
H 1.651 -2.792 -4.881
H -0.142 -4.157 -5.887
H -2.356 -4.299 -4.804
H -2.791 -3.090 -2.717
Br 3.551 -4.430 3.047
C 3.558 -4.498 1.157
C 4.203 -5.560 0.541
C 4.190 -5.599 -0.841
C 3.542 -4.589 -1.542
C 2.936 -3.578 -0.825
N 2.937 -3.521 0.516
H 4.690 -6.322 1.131
H 4.681 -6.409 -1.363
H 3.509 -4.588 -2.622
H 2.422 -2.771 -1.332
F 2.271 -0.090 -1.349
B 1.885 1.121 -2.082
F 1.737 2.020 -0.863
F 0.637 0.919 -2.590
F 2.816 1.579 -2.900
```

4.
Computed, not measured: a structure of composition C41H44CrN5O4P, with ωB97M-V with the def2-TZVPD basis set.

## Properties
ΔE to the lowest compared entry with this formula, charge and spin: 0.0 kcal/mol
Orbital gap (spin up / spin down): 7.51 / 7.77 eV
F_max: 0.005 Eh/bohr
Energy: -96579.795 eV
Total charge: +1
2S+1: 2

The geometry in XYZ format:
```
96
C41H44CrN5O4P ωB97M-V with the def2-TZVPD basis set
Cr -0.987 0.825 -0.470
O 2.110 2.812 -0.470
C 1.562 2.025 0.253
N 0.879 0.884 -0.264
C 1.676 0.020 -1.005
O 2.863 0.095 -1.169
C 0.852 -1.030 -1.693
C 1.456 -2.030 -2.430
C 0.647 -2.929 -3.104
C -0.729 -2.777 -3.029
C -1.251 -1.748 -2.266
N -0.475 -0.896 -1.591
C 1.578 2.211 1.745
C 2.536 3.061 2.284
C 2.552 3.244 3.657
C 1.607 2.584 4.426
C 0.689 1.761 3.786
N 0.669 1.572 2.472
H 2.536 -2.063 -2.464
H 1.080 -3.729 -3.690
H -1.399 -3.444 -3.552
H -2.319 -1.604 -2.183
H 3.246 3.544 1.627
H 3.292 3.885 4.119
H 1.577 2.696 5.501
H -0.058 1.229 4.365
C -0.944 4.865 0.872
C -1.187 3.721 -0.062
O -1.127 2.576 0.424
C -1.488 3.935 -1.462
C -1.580 5.244 -1.972
C -1.892 5.479 -3.288
C -2.127 4.394 -4.137
C -2.041 3.102 -3.670
C -1.715 2.849 -2.335
O -1.635 1.562 -1.972
H -0.778 4.474 1.872
H -1.786 5.557 0.879
H -0.058 5.418 0.549
H -1.397 6.081 -1.313
H -1.953 6.490 -3.663
H -2.372 4.569 -5.176
H -2.206 2.254 -4.321
N 2.266 -3.905 2.076
C 1.938 -3.070 1.045
N 2.152 -1.813 1.301
C 2.661 -1.800 2.594
C 3.093 -0.727 3.375
C 3.575 -1.001 4.638
C 3.635 -2.316 5.131
C 3.224 -3.391 4.370
C 2.742 -3.105 3.096
H 2.224 -4.908 2.064
H 1.539 -3.457 0.118
H 3.073 0.281 2.981
H 3.927 -0.191 5.264
H 4.021 -2.489 6.127
H 3.284 -4.404 4.748
C -5.144 0.208 2.388
C -3.886 0.836 1.781
C -4.359 1.930 0.811
C -3.022 1.458 2.882
P -2.847 -0.354 0.767
C -4.083 -1.009 -0.410
C -4.300 -0.305 -1.597
C -5.276 -0.709 -2.497
C -6.046 -1.831 -2.231
C -5.836 -2.544 -1.058
C -4.870 -2.132 -0.153
C -2.193 -1.791 1.791
C -3.087 -2.246 2.948
C -0.849 -1.353 2.384
C -1.914 -2.975 0.856
H -5.750 1.011 2.817
H -4.928 -0.497 3.188
H -5.752 -0.292 1.635
H -4.800 2.741 1.395
H -5.128 1.553 0.137
H -3.552 2.348 0.210
H -3.594 2.253 3.368
H -2.101 1.886 2.486
H -2.762 0.731 3.651
H -3.695 0.562 -1.829
H -5.431 -0.144 -3.407
H -6.803 -2.152 -2.933
H -6.431 -3.421 -0.841
H -4.736 -2.702 0.756
H -3.175 -1.475 3.713
H -2.607 -3.108 3.416
H -4.090 -2.549 2.652
H -0.958 -0.523 3.077
H -0.126 -1.060 1.624
H -0.417 -2.195 2.933
H -2.788 -3.324 0.306
H -1.550 -3.803 1.470
H -1.128 -2.731 0.143
```

5.
Computed, not measured: a structure of composition C41H44IN4S2SeSn, with ωB97M-V with the def2-TZVPD basis set.

## Properties
ΔE to the lowest compared entry with this formula, charge and spin: 14.7 kcal/mol
Orbital gap: 5.67 eV
F_max: 0.013 Eh/bohr
Energy: -150144.929 eV
Total charge: -1

The geometry in XYZ format:
```
94
C41H44IN4S2SeSn ωB97M-V with the def2-TZVPD basis set
Sn 0.468 0.501 -1.401
S -1.592 3.925 1.719
C -0.719 2.995 2.894
C -0.581 3.209 4.263
C 0.165 2.299 4.988
C 0.758 1.194 4.367
C 0.618 0.981 3.011
C -0.124 1.896 2.269
N -0.360 1.814 0.902
C -1.099 2.788 0.487
C -1.536 2.901 -0.913
C -2.371 3.941 -1.312
C -2.807 4.014 -2.623
C -2.398 3.046 -3.534
C -1.552 2.024 -3.130
C -1.107 1.933 -1.815
H -1.047 4.059 4.744
H 0.292 2.445 6.053
H 1.341 0.495 4.953
H 1.062 0.134 2.517
H -2.687 4.695 -0.599
H -3.460 4.820 -2.932
H -2.723 3.100 -4.565
H -1.206 1.295 -3.849
C 5.062 0.413 5.910
C 4.462 0.346 4.531
C 4.137 -0.868 3.944
C 3.611 -0.946 2.657
C 3.258 -2.291 2.087
C 3.422 0.231 1.921
Se 2.923 0.150 0.075
C 3.694 1.471 2.519
C 3.464 2.775 1.805
C 4.219 1.504 3.805
H 5.097 -0.574 6.372
H 4.484 1.070 6.564
H 6.081 0.804 5.877
H 4.299 -1.787 4.500
H 3.388 -3.069 2.840
H 3.880 -2.526 1.221
H 2.228 -2.308 1.729
H 2.642 2.702 1.093
H 4.348 3.061 1.228
H 3.252 3.567 2.525
H 4.448 2.468 4.251
C -2.971 -1.258 -4.705
C -2.526 -2.172 -3.560
C -3.557 -3.275 -3.323
C -1.130 -2.704 -3.809
C -0.937 -3.787 -4.652
C 0.327 -4.287 -4.900
C 1.410 -3.698 -4.270
C 1.279 -2.592 -3.444
C 2.515 -2.079 -2.744
C 3.059 -3.118 -1.763
C 3.597 -1.643 -3.731
C -0.015 -2.012 -3.240
N -0.315 -0.855 -2.589
H -3.961 -0.833 -4.511
H -3.017 -1.819 -5.641
H -2.265 -0.437 -4.833
H -2.452 -1.543 -2.669
H -3.819 -3.786 -4.253
H -4.480 -2.854 -2.916
H -3.184 -4.027 -2.626
H -1.795 -4.261 -5.119
H 0.467 -5.135 -5.560
H 2.399 -4.115 -4.432
H 2.241 -1.208 -2.154
H 3.373 -4.023 -2.289
H 2.303 -3.394 -1.025
H 3.920 -2.711 -1.228
H 4.003 -2.504 -4.267
H 4.415 -1.151 -3.199
H 3.200 -0.937 -4.461
I 2.231 2.049 -2.956
N -2.275 -1.432 -0.018
C -1.769 -1.282 1.212
S -0.415 -2.118 1.718
N -2.405 -0.442 2.080
C -3.414 0.515 1.899
C -3.742 1.097 0.679
C -4.763 2.036 0.609
C -5.454 2.427 1.743
C -5.094 1.881 2.970
C -4.089 0.937 3.048
H -1.722 -1.954 -0.685
H -3.093 -0.950 -0.342
H -2.019 -0.508 3.010
H -3.161 0.904 -0.212
H -4.990 2.483 -0.351
H -6.245 3.162 1.679
H -5.599 2.194 3.875
H -3.806 0.519 4.007
```

Which formula does entry 3 have? C41H44BBrF4HfN5O2P2